Record 1
19
Properties=species:S:1:pos:R:3:forces:R:3:mulliken_charge:R:1 method="wB97M-V/def2-TZVPD" relative_energy_kj_mol=101.0 e_homo_ev=-3.9209 charge=-1 gap_ev=7.490
C 0.999 0.062 2.694 0.6 0.1 -0.1 -0.6450
C 2.297 0.027 1.822 0.6 -0.5 0.6 0.4679
O 3.337 -0.269 2.474 -0.4 0.2 -0.3 -0.7451
O 2.209 0.288 0.605 -0.4 0.0 -0.2 -0.6669
H 0.246 -0.675 2.416 -0.1 0.1 -0.4 0.1037
H 0.603 1.074 2.651 -0.3 0.0 0.0 0.1843
H 1.314 -0.172 3.701 -0.1 0.1 0.4 0.3083
C -2.197 0.364 -0.032 -0.4 0.2 0.3 -0.9795
C -1.221 0.155 -1.130 -0.2 -0.4 0.4 0.7621
C -0.286 0.362 -3.040 -0.8 -0.4 0.3 -0.2582
C -0.227 -0.768 -1.161 -0.2 0.0 0.4 -0.4776
N -1.275 0.827 -2.311 0.0 0.6 -0.8 -0.7031
N 0.338 -0.656 -2.394 0.9 0.1 -0.3 -0.0903
H -0.100 0.561 -4.078 0.2 0.3 -0.1 0.3920
H -3.107 -0.214 -0.204 -0.2 0.1 -0.1 0.2469
H -2.469 1.418 0.093 0.0 -0.2 -0.2 0.2814
H 1.269 -0.958 -2.634 -0.1 -0.2 0.1 0.2632
H 0.083 -1.449 -0.394 0.4 0.0 0.0 0.3351
H -1.814 0.024 0.923 0.3 -0.1 0.1 0.2208

Record 2
100
Properties=species:S:1:pos:R:3:forces:R:3:mulliken_charge:R:1 method="wB97M-V/def2-TZVPD" relative_energy_kj_mol=0.0 e_homo_ev=-1.4673 charge=-2 gap_ev=3.162
C 16.631 -13.299 -13.920 0.5 -0.1 0.8 -0.4727
C 17.733 -12.982 -12.927 2.9 2.2 -1.8 0.5245
O 18.879 -12.660 -13.220 -3.1 -1.2 1.5 -0.5050
N 17.334 -12.777 -11.411 0.9 -0.3 -0.1 -0.1017
H 17.946 -12.086 -11.002 0.5 0.5 -0.5 0.3662
H 16.405 -12.383 -11.362 -0.6 -0.2 0.0 0.4077
C 17.488 -14.014 -10.479 -0.8 0.3 -0.9 -0.5081
H 16.130 -14.185 -13.530 -0.6 0.0 -0.5 -0.0714
H 17.013 -13.397 -14.937 0.6 -0.7 0.4 0.1368
H 15.973 -12.448 -14.094 -0.4 0.1 0.9 0.5315
H 17.169 -13.732 -9.476 -0.2 0.0 -0.2 0.4156
H 18.545 -14.277 -10.428 -0.4 -0.5 -0.5 0.3852
H 16.764 -14.659 -10.976 0.7 -1.0 0.7 -0.0100
C 18.375 -18.436 -15.466 0.4 0.5 -0.9 -1.1148
C 17.792 -17.043 -15.521 1.1 1.9 3.8 0.6817
O 18.173 -16.086 -14.794 -1.7 -3.2 -3.6 -0.4844
N 16.585 -16.856 -16.440 2.2 1.5 0.5 0.8087
H 16.218 -17.737 -16.773 0.0 -1.6 -1.0 0.2273
H 15.809 -16.603 -15.845 -1.8 1.3 0.6 -0.2367
C 16.932 -15.828 -17.509 0.1 -0.5 -0.8 -0.7861
H 17.659 -19.239 -15.294 -0.4 0.2 -0.2 0.1769
H 19.245 -18.581 -14.826 -0.4 0.7 0.4 0.3509
H 18.783 -18.562 -16.469 -0.2 -0.4 -0.4 0.4455
H 16.099 -15.387 -18.055 -0.6 -0.5 0.7 0.3030
H 17.535 -16.376 -18.233 0.0 0.0 0.0 0.3787
H 17.539 -14.986 -17.176 -0.1 -0.4 0.8 0.3153
C 11.182 -14.394 -7.241 0.6 -0.2 0.5 -0.9828
C 12.606 -14.006 -7.613 -0.3 2.4 -0.6 0.6694
O 12.995 -12.838 -7.654 -0.3 -3.7 0.1 -0.5266
N 13.501 -15.183 -8.080 0.1 2.6 -1.8 0.3731
H 14.211 -15.414 -7.400 0.4 0.0 0.2 0.4172
H 12.923 -15.996 -8.237 -1.7 -2.2 -0.3 0.1009
C 14.141 -14.872 -9.468 0.4 0.7 0.6 -1.2199
H 11.159 -15.373 -6.762 0.0 -0.1 -0.1 0.3663
H 10.504 -14.471 -8.090 0.4 0.0 -0.4 0.2081
H 10.772 -13.641 -6.568 0.2 0.1 -0.1 0.3769
H 13.466 -14.400 -10.181 -0.7 -0.5 0.5 0.3981
H 14.562 -15.758 -9.943 -0.1 -0.2 0.6 0.1120
H 14.900 -14.114 -9.276 0.2 -0.3 0.2 0.6413
C 9.604 -20.534 -12.218 -0.1 0.6 0.2 -0.4206
C 8.787 -21.450 -11.365 -0.2 0.7 -1.1 0.4181
O 7.861 -21.172 -10.682 -0.2 -0.2 0.5 -0.5165
N 9.020 -22.942 -11.582 -0.1 -0.5 -0.9 -0.0363
H 9.672 -23.114 -12.333 1.4 -0.1 -0.1 0.3424
H 9.482 -23.278 -10.749 0.6 -0.5 0.3 0.3299
C 7.778 -23.748 -11.948 1.5 0.7 1.3 -0.8926
H 9.291 -19.506 -12.038 -0.1 -0.1 0.3 0.3739
H 9.408 -20.739 -13.270 0.1 -0.3 -0.2 0.5912
H 10.681 -20.542 -12.051 -0.1 -0.6 0.2 -0.1770
H 7.224 -23.611 -11.019 -1.2 0.1 -0.9 0.3557
H 8.015 -24.807 -12.043 0.4 0.2 0.0 0.3186
H 7.509 -23.336 -12.921 -0.9 0.0 0.5 0.3371
C 16.227 -17.432 -12.625 -0.2 -0.7 0.5 -0.2525
C 14.809 -16.983 -12.637 0.1 3.5 -0.6 0.7300
O 14.514 -15.800 -12.331 -0.1 -3.9 -0.7 -0.6112
N 13.805 -18.019 -13.142 0.1 1.6 1.4 1.1616
H 12.945 -17.534 -13.358 -1.5 0.8 0.3 -0.1758
H 14.065 -18.336 -14.065 0.9 -1.0 -0.9 0.5241
C 13.538 -19.161 -12.158 1.0 0.6 -0.3 -0.6473
H 16.447 -18.097 -13.461 -0.1 -0.4 0.4 -0.1076
H 16.286 -17.911 -11.648 0.1 -1.3 0.1 -0.1995
H 17.059 -16.748 -12.456 -0.6 0.9 -0.5 0.2500
H 13.488 -18.662 -11.190 0.1 -0.5 0.2 0.1886
H 14.409 -19.803 -12.291 -0.2 -0.4 0.7 0.3513
H 12.602 -19.681 -12.366 0.2 0.4 -0.4 -0.0439
O 9.135 -17.153 -14.282 -5.2 2.8 0.0 -0.5628
C 10.335 -17.502 -14.094 4.2 -2.3 0.5 0.9670
O 10.675 -18.409 -14.858 1.4 -1.8 -1.4 -0.8666
O 11.051 -17.003 -13.219 0.9 1.4 1.6 -0.9182
H 9.032 -17.653 -15.095 -1.0 -0.2 -0.5 0.2728
O 12.136 -22.427 -11.185 -2.9 2.3 0.5 -0.3329
C 12.410 -23.664 -11.515 5.2 -1.3 -0.3 0.7346
O 13.601 -23.956 -11.488 2.4 0.0 0.5 -0.7850
O 11.613 -24.488 -11.871 -6.6 -2.0 -1.3 -0.7493
H 12.973 -22.140 -10.811 1.3 0.9 0.6 0.3142
O 11.433 -16.434 -10.381 0.1 0.9 -2.4 -0.2744
C 11.171 -17.505 -9.656 -1.4 -1.3 2.1 0.7201
O 11.717 -17.439 -8.565 2.6 0.7 4.2 -0.9098
O 10.375 -18.382 -9.984 -0.4 -0.2 -1.6 -0.7304
H 11.133 -16.823 -11.206 -0.3 1.1 -2.1 0.2254
O 15.973 -17.747 -9.191 -1.6 0.1 -0.5 -0.1282
C 17.255 -17.607 -8.830 2.8 3.2 -1.6 0.7101
O 17.993 -16.858 -9.531 -0.5 0.5 -1.4 -0.7586
O 17.572 -18.059 -7.767 0.4 -1.9 3.4 -0.7349
H 15.754 -18.178 -8.361 -1.3 -0.8 0.0 0.0595
O 16.403 -20.852 -8.762 0.1 0.6 1.4 -0.4330
C 15.596 -21.056 -9.822 -0.8 -2.2 -4.4 0.6735
O 14.415 -21.505 -9.749 0.3 1.3 1.9 -0.8039
O 16.190 -20.968 -10.930 0.3 1.0 0.6 -0.7488
H 15.856 -20.632 -8.004 -0.2 -0.3 0.3 0.2685
O 12.103 -14.884 -15.447 -0.2 0.3 -0.1 -0.6176
C 13.273 -15.207 -16.043 0.0 0.4 -1.4 0.5206
O 13.873 -16.191 -15.623 1.8 -2.9 2.4 -0.6116
O 13.667 -14.583 -17.015 0.2 2.3 -1.5 -0.7931
H 11.975 -15.649 -14.882 -0.6 -0.2 0.8 0.3296
O 14.802 -21.558 -16.228 -0.7 -0.6 1.0 -0.4840
C 15.154 -20.279 -16.126 -0.1 2.5 -0.1 0.4741
O 14.819 -19.495 -15.225 0.1 -0.5 0.7 -0.6811
O 15.821 -19.933 -17.146 1.3 1.3 -0.7 -0.9154
H 15.220 -21.571 -17.092 0.0 -1.6 -0.9 0.2786

Record 3
72
Properties=species:S:1:pos:R:3:forces:R:3:mulliken_charge:R:1 method="wB97M-V/def2-TZVPD" e_homo_ev=-11.5303 charge=+1 gap_ev=5.274
C -4.677 -0.169 -2.843 0.1 0.1 0.0 -1.4306
C -3.550 0.367 -1.963 0.0 0.0 0.1 -0.2705
C -3.526 -0.266 -0.568 -0.1 -0.1 -0.1 -0.6968
C -2.380 0.251 0.335 0.4 0.2 0.3 -0.4684
Si -1.022 -0.993 0.729 -1.8 -0.8 -0.4 -0.6992
C -1.849 -2.335 1.775 0.6 0.0 0.2 -0.2836
C -2.668 -1.913 3.016 0.0 0.0 0.2 -0.6593
C -4.171 -2.248 2.970 0.1 0.2 0.0 -0.4176
C -4.506 -3.738 2.923 0.0 0.0 0.0 -1.1689
C -0.321 -1.747 -0.848 0.1 0.2 -0.2 -0.4331
C -0.527 -3.258 -1.101 0.0 -0.2 -0.2 -0.6292
C 0.747 -4.092 -0.943 -0.1 0.1 0.0 -0.3637
C 0.515 -5.587 -1.150 0.1 0.1 0.1 -1.3554
C 0.427 -0.061 1.571 -0.1 -1.0 -0.7 -0.7159
C 0.997 0.936 0.680 -0.2 1.2 2.0 0.4156
C 2.229 1.659 1.011 0.3 -1.5 0.2 -1.0747
H -4.684 0.360 -3.801 -0.1 -0.1 0.1 0.4007
H -4.548 -1.237 -3.049 -0.1 0.1 0.1 0.3360
H -5.653 -0.022 -2.367 0.1 0.0 -0.1 0.3303
H -2.585 0.202 -2.462 -0.1 0.0 0.1 0.1917
H -3.665 1.452 -1.845 0.1 -0.1 0.0 0.3581
H -4.488 -0.048 -0.076 0.3 -0.1 -0.2 0.5184
H -3.495 -1.363 -0.677 0.0 0.2 0.0 0.1639
H -1.908 1.148 -0.092 -0.3 0.1 -0.1 0.4896
H -2.801 0.557 1.306 0.2 0.1 -0.2 0.3947
H -2.481 -2.917 1.086 0.2 0.2 0.1 0.0871
H -1.043 -3.012 2.099 -0.2 -0.1 -0.2 0.5000
H -2.238 -2.415 3.895 -0.1 0.2 -0.1 0.4150
H -2.573 -0.832 3.197 0.0 -0.1 0.1 0.2646
H -4.631 -1.821 3.871 0.1 0.0 -0.2 0.4301
H -4.636 -1.741 2.113 0.1 0.0 0.1 0.0648
H -5.591 -3.876 2.953 0.2 0.0 0.0 0.3871
H -4.135 -4.218 2.013 0.0 0.0 0.1 0.2848
H -4.085 -4.267 3.785 0.0 0.1 -0.1 0.2969
H -0.773 -1.188 -1.683 0.2 0.0 0.2 0.3184
H 0.752 -1.501 -0.866 0.0 -0.2 -0.2 0.4431
H -1.307 -3.674 -0.448 0.2 0.1 -0.2 0.0857
H -0.890 -3.393 -2.131 0.0 0.0 0.3 0.4742
H 1.483 -3.736 -1.675 0.0 0.0 0.1 0.3397
H 1.181 -3.924 0.051 0.0 0.0 0.0 0.2559
H 1.468 -6.122 -1.115 -0.2 0.0 0.0 0.3943
H -0.129 -5.999 -0.366 0.0 0.0 -0.1 0.3127
H 0.048 -5.782 -2.121 0.1 0.0 0.1 0.3265
H 0.040 0.374 2.514 0.2 0.3 -0.3 0.5312
H 1.185 -0.811 1.881 0.1 0.7 0.2 0.5818
H 0.423 1.311 -0.169 0.0 -0.2 -0.2 0.2786
H 1.932 2.584 1.540 -0.3 -0.1 -0.1 0.4260
H 2.799 1.040 1.715 0.0 0.4 0.1 0.5405
Cl -1.081 4.544 -3.729 -0.1 0.2 -0.2 -0.1924
C 0.237 3.929 -2.820 0.7 -0.3 0.4 0.2810
C 0.804 2.699 -3.172 0.1 0.2 0.3 -0.8541
C 1.802 2.152 -2.365 -0.2 0.2 -0.1 0.0252
C 2.205 2.802 -1.196 0.2 -0.7 0.4 -0.0064
C 3.074 2.015 -0.200 0.8 1.0 -1.8 0.4119
C 4.397 2.691 0.196 -0.1 -0.3 0.1 -0.4739
C 5.450 1.851 0.587 0.1 0.3 0.2 -0.3803
C 6.580 2.370 1.221 -0.3 0.4 0.0 -0.6773
C 6.631 3.745 1.510 -0.8 -0.5 -0.6 0.2599
Cl 7.889 4.368 2.488 0.3 0.1 0.1 -0.1836
C 5.653 4.603 1.000 0.0 -0.5 -0.2 -0.8479
C 4.571 4.076 0.282 0.2 0.0 0.5 -0.2538
C 1.656 4.040 -0.864 -0.4 0.2 -0.4 -0.2861
C 0.715 4.637 -1.712 0.0 -0.4 0.0 -1.1210
H 0.464 2.168 -4.054 0.0 0.1 0.1 0.4704
H 2.256 1.191 -2.626 -0.2 0.3 0.0 0.4022
H 3.366 1.067 -0.682 -0.2 0.2 0.1 0.7414
H 5.388 0.776 0.392 0.0 0.3 0.2 0.3642
H 7.400 1.726 1.521 -0.2 0.1 0.0 0.4226
H 5.723 5.673 1.170 0.1 -0.2 -0.1 0.4246
H 3.875 4.769 -0.188 0.2 -0.2 0.3 0.5864
H 1.930 4.550 0.062 -0.1 -0.2 -0.3 0.4772
H 0.324 5.624 -1.489 -0.1 -0.2 0.0 0.4388

Record 4
20
Properties=species:S:1:pos:R:3:forces:R:3:mulliken_charge:R:1 method="wB97M-V/def2-TZVPD" relative_energy_kj_mol=0.0 e_homo_ev=-8.7093 charge=0 gap_ev=9.345 smiles=S[C@@H]1Cc2ccccc2P1S
S 2.537 -2.362 -0.528 1.1 1.3 0.4 -0.1819
C 2.063 -0.784 0.316 0.4 0.4 -0.1 -0.3440
C 0.832 -0.912 1.255 1.3 -0.3 1.4 -0.8695
C -0.296 -0.345 0.513 -1.2 1.5 -1.4 0.3809
C -1.644 -0.515 0.753 -0.2 1.0 -0.2 -0.6858
C -2.536 0.121 -0.101 -3.1 -1.0 -0.7 -0.2748
C -2.244 0.924 -1.236 -2.1 -2.4 1.3 -0.5266
C -0.936 1.171 -1.382 2.5 0.6 -0.4 -0.5324
C -0.021 0.561 -0.535 2.1 -0.9 0.0 0.6140
P 1.851 0.751 -0.778 -1.9 -1.3 -0.3 0.0510
S 1.972 2.278 0.670 0.2 1.1 -0.2 -0.2743
H 1.326 -2.761 -0.670 -1.6 -0.6 -0.4 0.1098
H 2.979 -0.508 0.794 0.6 -0.2 1.0 0.4065
H 0.979 -0.320 2.240 -0.1 -0.9 -1.5 0.2459
H 0.681 -1.988 1.531 0.1 1.0 -0.1 0.3737
H -2.016 -1.017 1.625 -0.1 -0.5 0.1 0.4255
H -3.631 -0.211 -0.003 1.6 0.8 0.1 0.2134
H -3.037 0.963 -1.998 0.5 0.9 0.5 0.3226
H -0.468 1.800 -2.130 -0.5 0.0 -0.4 0.3943
H 1.608 3.155 -0.336 0.3 -0.5 0.9 0.1517

Record 5
17
Properties=species:S:1:pos:R:3:forces:R:3:mulliken_charge:R:1 method="wB97M-V/def2-TZVPD" relative_energy_kj_mol=124.3 e_homo_ev=-9.7562 charge=0 gap_ev=10.887 smiles=C[C@@H]1OC[C@H](C)O1
C 1.380 -1.704 1.254 0.0 0.0 0.0 -1.3584
C 0.837 -0.326 0.957 0.3 -0.1 0.2 0.4345
O -0.495 -0.209 1.452 0.0 0.0 0.1 -0.3658
C -1.290 0.322 0.407 -0.2 0.1 -0.2 -0.5451
C -0.258 0.896 -0.557 -0.2 0.1 0.0 0.5002
C -0.710 1.054 -1.996 0.0 0.0 0.0 -1.3239
O 0.779 -0.072 -0.425 0.0 0.0 0.0 -0.4147
H 0.824 -2.454 0.685 0.1 0.1 0.1 0.2977
H 2.444 -1.777 1.010 -0.2 0.1 0.0 0.3468
H 1.251 -1.903 2.322 0.0 0.0 -0.1 0.3501
H 1.448 0.455 1.444 -0.1 -0.1 -0.1 0.2189
H -1.863 -0.480 -0.083 0.1 0.1 0.1 0.3061
H -1.982 1.070 0.802 0.1 -0.1 0.0 0.2792
H 0.104 1.860 -0.160 0.0 -0.1 -0.1 0.2725
H 0.139 0.952 -2.676 -0.1 0.1 0.1 0.3385
H -1.145 2.048 -2.143 0.0 -0.2 0.0 0.3596
H -1.462 0.305 -2.268 0.2 0.1 0.0 0.3039

Record 6
29
Properties=species:S:1:pos:R:3:forces:R:3:mulliken_charge:R:1 method="wB97M-V/def2-TZVPD" e_homo_ev="-18.9231 / -18.9052" charge=+2 spin_multiplicity=6 gap_ev="6.984 / 4.454" s2=8.760
Na 3.622 0.743 -1.724 0.1 0.0 -0.7 0.9356
Pt -1.500 -0.649 0.086 0.3 -0.3 1.1 2.2087
Pt 1.989 2.594 1.463 -1.5 -0.6 -0.4 1.8710
As -0.570 -3.839 -1.253 -1.6 -6.2 -1.1 1.9718
F 0.140 -5.448 -1.190 -0.7 2.3 0.3 -0.4074
F -0.295 -3.508 0.557 -0.2 0.5 -2.4 -0.4979
F -1.349 -2.197 -1.293 -0.5 1.8 -0.2 -0.5010
F -0.806 -3.971 -3.048 0.0 0.7 3.0 -0.4255
F -2.237 -4.461 -0.892 2.7 1.4 -0.4 -0.4370
F 0.955 -3.068 -1.643 0.2 0.8 0.8 -0.5474
As -0.099 2.254 -2.030 -1.5 3.2 -5.1 1.8827
F -0.554 1.806 -3.712 0.6 0.4 3.1 -0.4187
F 1.557 1.558 -2.447 -1.0 0.1 1.6 -0.5484
F 0.403 2.599 -0.336 0.9 -0.5 0.6 -0.5296
F -1.685 2.976 -1.685 2.0 -1.8 0.1 -0.4123
F -0.582 0.590 -1.443 0.1 0.2 0.0 -0.5781
F 0.484 3.838 -2.464 0.0 -1.6 0.5 -0.4334
As -1.260 1.736 3.283 -4.9 1.4 6.4 1.9235
F 0.028 0.933 4.130 -0.5 0.1 -1.3 -0.4207
F -2.529 1.047 4.448 2.6 1.3 -2.5 -0.4552
F -2.521 2.547 2.341 2.1 -0.9 0.5 -0.4089
F 0.045 2.320 2.131 0.5 0.3 -0.9 -0.4128
F -1.552 0.294 2.246 0.6 -0.4 -1.4 -0.5577
F -0.961 3.200 4.277 -0.2 -2.0 -1.9 -0.4356
O 2.547 -1.184 -0.597 -1.1 1.6 2.6 -0.3758
C 1.824 -0.522 0.311 2.0 0.3 -2.9 0.6676
O 0.626 -0.783 0.581 -1.8 -1.4 0.9 -0.4187
O 2.261 0.543 0.732 1.2 1.6 0.9 -0.6877
H 2.018 -1.950 -0.830 -0.6 -2.1 -1.3 0.4489